No. 1
# C30H63N5O7S2

A 4-piece molecular cluster, C30H63N5O7S2 overall in a non-equilibrium geometry (ωB97M-V with the def2-TZVPD basis set, OMol25).

Summary:
<S²>	3.7642
multiplicity	4
charge	-1
DFT total energy	-75576.16380	eV

Structure (XYZ):
```
107
Properties=species:S:1:pos:R:3:forces:R:3:mulliken_spin:R:1
C 8.3854 -0.5529 -3.3923 0.75 -0.48 0.23 0.00
C 8.7975 0.9388 -2.8413 1.25 -1.03 0.49 0.00
S 7.6214 2.3055 -3.4523 0.18 5.60 -1.74 0.00
O 7.2832 3.3484 -2.3603 0.85 -4.00 -2.37 0.00
O 8.4336 3.0810 -4.5618 -2.31 -3.52 2.97 0.00
N 6.2428 1.6103 -4.2679 0.20 0.03 3.18 0.00
S 4.9020 1.3229 -3.1869 -1.12 2.95 1.50 0.00
O 5.2868 1.1533 -1.6950 -0.90 -0.04 -4.15 0.00
O 3.7722 2.3709 -3.4399 3.69 -3.51 0.53 0.00
C 4.1644 -0.3583 -3.7173 0.40 -1.45 0.48 0.00
N 2.8724 -0.5137 -2.9463 0.74 -1.39 -0.21 0.00
H 9.4117 -1.1049 -3.6474 -2.22 1.04 0.68 0.00
H 7.8293 -1.1665 -2.5445 1.05 1.34 -1.93 0.00
H 7.7618 -0.5539 -4.3888 1.12 0.33 2.19 0.00
H 9.8952 1.1709 -3.2437 -2.70 -0.04 0.62 0.00
H 8.8977 0.9860 -1.6527 -0.69 -0.09 -2.67 0.00
H 4.0619 -0.4372 -4.8805 0.06 0.44 2.34 0.00
H 4.9141 -1.1869 -3.3195 -1.08 1.95 -1.11 0.00
H 3.0732 -1.0456 -2.0463 -0.39 1.06 -1.69 0.00
H 2.1557 -1.0613 -3.4870 1.12 0.90 0.63 0.00
C 0.6793 2.0636 3.6733 -0.02 0.37 0.12 0.02
C 1.0162 0.9240 2.6701 -0.85 -0.17 1.44 0.02
C 2.3183 0.1929 3.1071 0.13 0.06 -0.31 0.02
C 3.5901 0.9946 2.8477 -0.07 0.04 -0.02 -0.02
C 3.6554 1.4580 1.3956 -0.15 -0.22 0.21 0.02
C 2.3845 2.2264 0.9493 0.91 1.85 -0.72 0.05
N 1.1164 1.4930 1.2821 1.05 -4.33 -2.28 0.29
O 0.9884 0.4292 0.3712 -0.14 2.96 2.32 0.64
C 2.3740 3.6320 1.6101 -0.06 -0.02 0.34 0.01
C 2.5116 2.5419 -0.5758 -0.42 -0.73 0.14 -0.03
C -0.1669 -0.0852 2.8286 0.29 -0.08 -0.70 0.00
H -0.0708 1.7571 4.4130 0.20 -0.23 -0.21 0.00
H 1.5516 2.3938 4.2451 -0.04 0.05 -0.18 0.00
H 0.2471 2.9356 3.1700 0.18 -0.17 -0.01 -0.01
H 2.4038 -0.7633 2.5735 -0.20 0.17 -0.09 0.00
H 2.2676 -0.0606 4.1729 -0.29 0.10 -0.09 0.00
H 3.6479 1.8508 3.5277 -0.04 0.01 -0.01 0.00
H 4.4641 0.3713 3.0701 -0.09 0.07 0.00 0.00
H 4.5447 2.0905 1.2666 -0.36 -0.01 -0.22 0.00
H 3.8102 0.5811 0.7564 -0.17 0.18 -0.11 0.01
H 1.4473 4.1700 1.3780 0.09 -0.16 0.01 -0.01
H 3.2036 4.2465 1.2402 -0.13 -0.35 -0.14 0.00
H 2.4907 3.6072 2.6938 -0.11 -0.03 0.01 0.00
H 2.6557 1.6415 -1.1841 -0.15 0.26 0.25 0.01
H 3.3765 3.1864 -0.7755 -0.15 -0.24 0.30 0.00
H 1.6216 3.0661 -0.9467 0.05 -0.12 0.15 0.00
H -1.1177 0.3687 2.5242 0.18 -0.02 0.03 0.00
H -0.2717 -0.4030 3.8743 0.19 0.36 -0.16 -0.01
H -0.0233 -1.0041 2.2482 0.05 0.34 -0.11 0.00
C -3.9628 -3.5036 6.5939 -0.24 -0.27 -0.19 0.01
C -3.3674 -2.0677 6.6405 0.36 -1.39 1.09 0.03
C -4.1235 -1.2079 7.6939 -0.02 0.26 -0.26 0.02
C -5.5158 -0.7726 7.2473 0.01 -0.04 0.00 -0.01
C -5.4619 -0.0888 5.8845 0.19 -0.10 0.23 0.02
C -4.7488 -0.9458 4.8067 -1.48 -0.11 -1.33 0.03
N -3.4146 -1.4619 5.2652 2.07 4.42 1.18 0.27
O -2.5098 -0.3856 5.2384 -2.20 -3.07 -0.22 0.65
C -5.6663 -2.1319 4.4018 -0.01 -0.22 0.20 0.01
C -4.6462 -0.1009 3.4963 0.70 0.06 0.34 -0.01
C -1.9087 -2.2769 7.1620 0.06 0.66 -0.49 -0.01
H -3.3766 -4.2155 7.1882 -0.03 0.37 0.00 0.00
H -4.9833 -3.5499 6.9855 0.06 0.04 -0.16 0.00
H -3.9652 -3.9115 5.5770 -0.03 0.19 0.15 -0.01
H -3.5416 -0.3049 7.9225 0.09 -0.16 -0.20 0.00
H -4.2078 -1.7588 8.6384 0.18 -0.14 -0.22 0.00
H -6.1946 -1.6313 7.2202 0.03 0.01 -0.04 0.00
H -5.9340 -0.0788 7.9860 0.04 -0.11 -0.07 0.00
H -6.4874 0.1437 5.5654 0.27 -0.13 -0.20 0.00
H -4.9525 0.8752 5.9980 0.14 -0.14 -0.14 0.00
H -5.1571 -2.8024 3.6996 0.00 0.15 0.15 0.00
H -6.5747 -1.7735 3.9028 0.28 0.17 0.09 0.00
H -6.0136 -2.7252 5.2479 0.13 0.00 -0.02 0.00
H -4.1231 0.8507 3.6455 0.06 -0.33 0.08 0.00
H -5.6412 0.1551 3.1120 0.07 -0.27 0.32 0.00
H -4.1248 -0.6573 2.7068 -0.03 0.08 0.23 0.00
H -1.3168 -2.8701 6.4545 -0.15 0.13 0.05 0.00
H -1.9098 -2.8105 8.1215 -0.36 0.04 -0.28 0.00
H -1.3821 -1.3327 7.3437 -0.19 -0.13 -0.27 0.00
C -2.7204 -1.3298 -7.5014 -0.20 0.26 -0.23 0.01
C -1.7402 -1.5829 -6.3209 -0.67 -1.17 -1.09 0.02
C -2.5274 -2.0415 -5.0596 0.19 0.24 0.19 0.02
C -3.2951 -0.9170 -4.3715 0.00 0.01 -0.04 -0.02
C -2.3786 0.2657 -4.0737 0.04 -0.33 -0.08 0.02
C -1.6141 0.7674 -5.3261 -0.63 1.98 0.03 0.04
N -0.9281 -0.3426 -6.0704 2.73 -1.82 3.80 0.27
O 0.2070 -0.7147 -5.3283 -2.77 1.07 -2.34 0.64
C -2.6009 1.5085 -6.2693 -0.19 -0.21 -0.17 0.01
C -0.6239 1.8908 -4.8797 0.47 -0.70 -0.02 -0.02
C -0.8714 -2.7911 -6.7994 0.50 0.42 0.48 0.00
H -2.7746 -2.1850 -8.1866 0.11 0.03 0.35 0.00
H -3.7453 -1.1444 -7.1664 0.14 0.11 -0.01 0.00
H -2.4025 -0.4843 -8.1216 -0.03 -0.10 0.23 -0.01
H -1.8342 -2.4778 -4.3279 0.11 0.13 -0.22 0.00
H -3.2286 -2.8421 -5.3245 0.19 0.07 -0.24 0.00
H -4.1436 -0.6007 -4.9871 0.04 0.01 -0.02 0.00
H -3.7234 -1.2902 -3.4339 0.03 0.03 -0.12 0.00
H -2.9805 1.0799 -3.6466 0.27 0.03 -0.25 0.00
H -1.6694 -0.0308 -3.2923 0.13 0.07 -0.20 0.00
H -2.1072 1.8054 -7.2021 -0.01 -0.11 0.17 0.00
H -2.9796 2.4247 -5.8005 0.27 -0.22 0.11 0.00
H -3.4856 0.9244 -6.5235 0.09 -0.05 -0.05 0.00
H 0.0755 1.5558 -4.1052 -0.07 -0.08 -0.30 0.00
H -1.1626 2.7466 -4.4547 -0.19 -0.33 -0.19 0.00
H -0.0390 2.2633 -5.7304 -0.10 -0.17 0.15 0.00
H -0.2802 -2.5272 -7.6846 -0.09 0.05 0.18 0.00
H -1.5057 -3.6461 -7.0679 -0.15 0.41 0.07 0.00
H -0.1867 -3.1562 -6.0250 -0.08 0.33 -0.13 0.00
```
Forces are in eV/Å.


No. 2
# C30H64BFN2O9S3

A 3-piece molecular cluster, C30H64BFN2O9S3 overall in a non-equilibrium geometry (ωB97M-V with the def2-TZVPD basis set, OMol25).

Summary:
ΔE to the lowest compared entry with this formula, charge and spin	126.97	kcal per mole
SMILES	CCCCN(CCCCB(CCN(CC)C(C)=O)S(=O)(=O)F)C(=S)SCCC.COCCOCCOC.COCCOCCOC
charge	0
DFT total energy	-89445.58006	eV

Structure (XYZ):
```
110
Properties=species:S:1:pos:R:3:forces:R:3:lowdin_charge:R:1
C -2.0926 1.3414 4.4187 -0.04 -0.53 0.28 -0.13
C -2.5822 -0.1922 4.5592 1.42 0.54 -1.36 -0.24
C -2.6459 -0.7939 3.0442 -0.67 -0.42 1.93 -0.20
C -4.0156 -0.3255 2.3685 0.58 0.82 1.22 -0.19
N -4.0471 -0.2809 0.8852 1.04 1.24 1.07 -0.23
C -3.1481 -1.2539 0.2153 0.41 0.10 -2.44 -0.18
C -1.7056 -0.6358 -0.2097 0.60 -0.69 0.34 -0.19
C -0.6333 -1.8265 -0.1683 -0.76 -0.03 -0.34 -0.20
C 0.7379 -1.5150 -0.9415 -0.13 -0.23 -0.43 -0.13
B 1.3084 -0.0228 -0.7009 -1.04 -0.35 2.29 -0.28
C 1.3658 0.6629 0.7857 -0.22 -0.24 -0.82 -0.11
C 2.9101 0.9840 1.0905 -0.08 0.56 -0.84 -0.17
N 3.1985 1.4259 2.4857 -0.72 -0.04 0.08 -0.12
C 2.6754 0.4741 3.5087 -0.80 -0.66 1.08 -0.23
C 3.0471 -1.0565 3.2417 -0.13 -0.29 -0.50 -0.10
C 2.6614 2.7851 2.6527 -2.12 1.44 0.53 -0.38
C 3.7026 3.9905 2.4078 -0.34 -0.46 -0.91 -0.01
O 1.4561 3.0210 2.9419 4.23 -0.95 -0.75 0.03
S 1.8754 0.9251 -2.2304 -0.84 -2.30 -4.45 0.80
O 0.7356 0.8288 -3.2235 2.94 1.32 3.15 -0.31
O 3.1233 0.2727 -2.7357 -2.47 2.37 1.82 -0.30
F 2.0699 2.5205 -1.7596 0.03 -2.13 -0.79 -0.23
C -3.9826 1.0652 0.3247 -1.68 -0.06 -2.38 -0.99
S -4.9907 1.3778 -1.0026 1.55 -0.55 1.59 0.63
S -2.9407 2.4540 0.9342 0.03 -0.90 0.04 0.83
C -2.4074 3.4845 -0.5063 0.78 0.91 -1.69 -0.49
C -0.8142 3.4460 -0.7810 -0.69 -0.34 -1.17 -0.29
C -0.6002 4.2901 -2.1572 -1.03 -0.45 1.14 -0.11
H -2.8977 2.0162 3.9719 1.08 -0.84 0.79 0.05
H -1.1897 1.3838 3.7087 -1.26 -0.05 1.10 0.06
H -1.7597 1.7109 5.4454 -0.55 -0.20 -1.44 0.07
H -1.7209 -0.7439 5.0910 -1.56 0.69 -0.57 0.11
H -3.5638 -0.3113 5.1182 1.26 0.15 -0.68 0.11
H -2.6355 -1.9368 3.1933 0.11 1.63 -0.71 0.11
H -1.6976 -0.4291 2.5384 -1.33 -0.56 0.34 0.09
H -4.2215 0.7427 2.7510 0.20 -1.57 -0.61 0.10
H -4.8681 -0.9622 2.7927 1.14 0.69 -0.80 0.13
H -3.0454 -2.2590 0.7541 -0.22 1.76 -0.28 0.13
H -3.6501 -1.5127 -0.7920 0.68 0.27 1.48 0.12
H -1.3454 0.1748 0.5027 -0.69 -0.98 -0.78 0.06
H -1.7419 -0.1446 -1.2523 -0.08 -0.89 1.47 0.13
H -1.1211 -2.7137 -0.7209 0.85 1.15 0.97 0.12
H -0.4803 -2.1385 0.9310 -0.09 0.49 -1.68 0.12
H 0.5641 -1.7737 -2.0430 0.45 0.47 1.48 0.12
H 1.5240 -2.2421 -0.5429 -0.77 0.87 -0.53 0.13
H 0.7261 1.6173 0.8426 1.03 -1.26 -0.13 0.11
H 0.8852 -0.0847 1.5037 0.88 0.99 -0.79 0.10
H 3.5586 0.0954 0.8005 -0.72 1.09 0.63 0.13
H 3.2229 1.8520 0.4031 -0.36 -1.28 0.91 0.13
H 3.0764 0.7612 4.5459 -0.40 -0.21 -1.64 0.13
H 1.5321 0.5660 3.5913 1.52 -0.19 -0.11 0.11
H 2.9888 -1.6673 4.2141 0.19 1.09 -1.44 0.09
H 4.0810 -1.1952 2.7575 -1.42 0.34 0.97 0.09
H 2.3003 -1.5501 2.5164 1.05 0.81 1.04 0.07
H 3.8999 4.5880 3.3627 -0.35 -1.07 -1.28 0.09
H 4.6792 3.6188 1.9292 -1.46 0.42 1.01 0.09
H 3.2237 4.6921 1.6417 0.52 -0.86 1.19 0.08
H -2.6811 4.5901 -0.3646 0.08 -1.70 0.21 0.09
H -2.8937 3.1816 -1.5032 0.38 0.11 1.84 0.06
H -0.5451 2.3591 -1.0305 -0.24 1.49 0.66 0.07
H -0.2025 3.8556 0.0850 -0.76 -0.62 -1.06 0.11
H 0.4426 4.1707 -2.5867 -1.42 0.33 0.59 0.06
H -1.3980 3.8867 -2.8749 1.40 0.62 0.72 0.08
H -0.8895 5.3652 -1.9113 0.71 -1.22 -0.61 0.08
C -7.9194 -3.5637 0.6518 -0.20 -0.27 -0.24 -0.10
O -7.5649 -4.2832 -0.5201 0.44 0.33 0.34 -0.19
C -6.3625 -3.8527 -1.1430 -0.12 -0.10 0.14 -0.18
C -5.2661 -4.9184 -1.1993 0.09 -0.17 -0.40 -0.18
O -4.8137 -5.5121 0.0112 -0.16 0.02 -0.02 -0.12
C -5.7548 -6.2148 0.8148 -0.03 0.07 0.33 -0.18
C -6.4799 -7.4301 0.2253 -0.03 0.24 -0.04 -0.18
O -7.2410 -7.1493 -0.9385 0.54 -0.26 -0.02 -0.19
C -6.8208 -7.8285 -2.1089 -0.29 0.21 -0.06 -0.11
H -8.7386 -2.8811 0.4200 0.04 0.17 0.10 0.09
H -8.2726 -4.2787 1.3975 -0.05 0.00 0.02 0.08
H -7.0779 -3.0110 1.0793 -0.02 0.01 -0.08 0.08
H -5.9760 -2.9403 -0.6719 -0.06 -0.10 0.11 0.11
H -6.6282 -3.5858 -2.1705 0.26 -0.02 -0.12 0.13
H -4.3830 -4.4347 -1.6319 -0.01 0.08 0.19 0.12
H -5.5162 -5.7006 -1.9140 -0.30 -0.02 0.02 0.09
H -6.4581 -5.5104 1.2521 -0.28 -0.01 -0.19 0.09
H -5.1775 -6.5834 1.6701 0.10 -0.08 -0.16 0.13
H -7.1878 -7.7827 0.9822 0.12 0.03 0.19 0.12
H -5.7678 -8.2469 0.0543 -0.01 0.13 -0.15 0.12
H -5.8081 -8.2344 -2.0243 -0.08 0.00 0.05 0.09
H -6.8346 -7.1193 -2.9406 -0.01 -0.03 0.00 0.08
H -7.5265 -8.6284 -2.3433 0.09 -0.14 -0.01 0.09
C 4.5555 4.1978 -2.2571 0.33 0.00 0.34 -0.11
O 5.5124 3.2359 -1.8370 -0.29 0.00 -0.48 -0.19
C 5.5465 2.0403 -2.6118 0.20 0.28 -0.01 -0.19
C 6.8801 1.7889 -3.3181 0.25 -0.32 0.15 -0.17
O 7.3889 2.7730 -4.2095 -0.03 0.09 0.19 -0.11
C 7.6573 4.0742 -3.7009 -0.13 0.23 -0.17 -0.17
C 8.6842 4.2388 -2.5742 -0.23 -0.07 -0.02 -0.18
O 8.3744 3.5205 -1.3901 0.42 -0.19 -0.37 -0.19
C 9.3158 2.5256 -1.0282 -0.28 0.04 0.23 -0.11
H 3.7104 4.1883 -1.5685 -0.14 0.08 -0.11 0.06
H 5.0210 5.1845 -2.2109 0.00 0.03 0.01 0.08
H 4.2093 4.0307 -3.2809 -0.02 -0.06 0.06 0.10
H 4.7268 2.0130 -3.3374 0.14 0.16 0.05 0.10
H 5.3742 1.2165 -1.9138 0.10 -0.18 -0.19 0.11
H 6.7452 0.8887 -3.9275 -0.12 0.16 -0.10 0.13
H 7.6552 1.5122 -2.6050 -0.07 0.15 0.25 0.09
H 6.7212 4.5699 -3.4559 -0.04 -0.02 0.33 0.09
H 8.0437 4.6386 -4.5568 0.13 -0.15 0.02 0.13
H 8.6968 5.2987 -2.3005 -0.01 0.10 -0.20 0.12
H 9.6888 3.9959 -2.9422 -0.10 -0.16 0.07 0.12
H 9.9805 2.2495 -1.8524 -0.04 0.08 0.04 0.09
H 8.7681 1.6314 -0.7190 0.02 0.01 0.01 0.08
H 9.9022 2.8678 -0.1727 0.16 -0.01 -0.05 0.08
```
Forces are in eV/Å.